Record 1
Density functional theory data (ωB97M-V/def2-TZVPD) for a 6-piece molecular cluster, C17H38Cl8NO5P overall in a non-equilibrium geometry.

The geometry in ORCA input format:
```
! RIJCOSX wB97M-V def2-TZVPD def2/J DEFGRID3
* xyz 1 2
C -3.0659 1.6882 3.1867
O -3.2872 0.7650 4.0093
N -3.3044 1.6097 1.8681
C -3.1140 2.7810 0.9331
C -3.6152 0.2845 1.2805
H -2.5920 2.6493 3.4395
H -3.9503 2.7551 0.2345
H -2.1083 2.6641 0.5293
H -3.2479 3.7669 1.3782
H -2.6426 -0.2066 1.3109
H -4.3294 -0.3935 1.7477
H -3.8274 0.4201 0.2200
Cl 2.0128 -2.5094 -1.8642
C 0.4940 -3.4170 -1.5253
C -0.0562 -2.9631 -0.1148
Cl -0.8277 -1.3132 -0.2304
H 0.8621 -4.4403 -1.4506
H -0.2756 -3.3900 -2.2967
H 0.8156 -2.8152 0.5225
H -0.5177 -3.7998 0.4096
Cl 3.3060 -4.7557 0.5502
C 4.5258 -3.6976 -0.0999
C 5.8122 -3.9598 0.7281
Cl 5.5199 -3.7463 2.4133
H 4.1078 -2.7151 0.1197
H 4.6358 -3.9339 -1.1583
H 6.6754 -3.4270 0.3291
H 6.1357 -4.9465 0.3967
Cl -2.8309 -3.2234 -3.9366
C -2.3395 -1.8038 -4.8631
C -1.8893 -0.6427 -3.9452
Cl -3.3983 -0.2804 -3.0395
H -3.1657 -1.5206 -5.5153
H -1.5295 -1.9774 -5.5715
H -1.6037 0.3470 -4.3015
H -1.1589 -1.1545 -3.3187
Cl 0.3488 -8.5369 2.4767
C 0.4289 -7.0824 3.3843
C -0.0148 -5.8272 2.6126
Cl -1.7034 -5.8838 2.2303
H 1.4990 -6.8831 3.4413
H -0.2653 -7.1622 4.2208
H 0.5613 -5.8944 1.6898
H 0.1406 -4.8743 3.1184
C 0.3004 5.9422 2.7820
C 0.4542 4.6159 1.9649
O 0.9441 4.9423 0.6605
P 1.0740 3.7884 -0.4550
O 2.0198 4.1050 -1.5752
O 1.3749 2.4174 0.3091
C 1.3314 1.1294 -0.4910
C 2.5525 0.9809 -1.4060
O -0.4653 3.6856 -0.9351
C -1.0017 4.3440 -2.0908
C -1.3238 5.7861 -1.6568
H 1.2682 6.3094 3.1233
H 0.0038 6.7399 2.1009
H -0.4504 5.8879 3.5703
H 1.2509 4.0305 2.4239
H -0.4702 4.0382 1.9656
H 1.3138 0.3748 0.2954
H 0.4704 1.0478 -1.1544
H 2.9238 -0.0254 -1.2122
H 2.0786 0.8273 -2.3755
H 3.2995 1.7635 -1.2735
H -0.2422 4.4111 -2.8698
H -1.7974 3.7085 -2.4795
H -0.3811 6.2628 -1.3883
H -1.6404 6.4338 -2.4743
H -2.1084 5.8996 -0.9087
*
```

For the calculated total energy, the calculation gives -5124.08514 a.u.

---

Record 2
Density functional theory data (ωB97M-V/def2-TZVPD) for a 8-piece molecular cluster, C17H39F8N16O8 overall in a non-equilibrium geometry.

The geometry in ORCA input format:
```
! RIJCOSX wB97M-V def2-TZVPD def2/J DEFGRID3
* xyz 1 1
F 5.2497 1.1639 1.6367
C 4.0282 0.4040 2.0985
F 3.8279 0.7881 3.5124
C 2.7665 0.8596 1.0983
F 3.4279 1.1398 -0.2198
F 1.9939 -0.4193 0.8763
C 1.8683 2.0864 1.6860
F 1.0718 1.5336 2.8455
F 2.6882 3.2003 2.2728
C 0.7762 2.7467 0.6684
F 1.2600 3.0457 -0.6968
F 0.4151 4.0873 1.2687
C -0.6657 1.9327 0.5782
O -0.5948 0.6583 -0.1501
C -1.1669 -0.4551 0.6511
C -2.8000 -0.5740 0.5734
N -3.3554 0.4184 1.6099
C -4.1918 1.6257 1.2368
C -4.4939 2.3968 2.6519
N -3.8228 1.5945 3.7545
C -3.1215 0.3820 3.1186
H 4.2629 -0.7356 1.9715
H -1.3771 2.6412 -0.0680
H -1.1569 1.8766 1.6388
H -0.7602 -0.3184 1.7582
H -0.6399 -1.4434 0.2487
H -3.0789 -1.6861 0.9017
H -3.1971 -0.3768 -0.5108
H -4.5036 1.9340 0.1508
H -5.0865 3.4045 2.8138
H -3.8120 1.8388 4.7735
H -2.4771 -0.4255 3.7004
C 2.9593 -0.6913 7.6160
O 2.5952 -1.4690 8.4838
N 3.0517 0.6352 7.8202
N 3.3007 -1.0910 6.3778
H 3.3495 1.2914 7.1181
H 2.8038 0.9780 8.7392
H 3.2452 -2.0820 6.1821
H 3.6029 -0.4656 5.6498
C 2.4903 5.1477 -4.1945
O 2.4355 5.6893 -5.2873
N 2.8159 5.8101 -3.0698
N 2.2301 3.8399 -4.0172
H 2.8663 5.3814 -2.1611
H 3.0193 6.7971 -3.1592
H 1.9809 3.3044 -4.8385
H 2.2700 3.3759 -3.1253
C -6.4707 -0.9017 -1.1899
O -5.7253 -1.1849 -0.2654
N -6.7003 0.3660 -1.5772
N -7.1293 -1.8320 -1.9044
H -7.3105 0.6189 -2.3360
H -6.2238 1.0972 -1.0655
H -6.9845 -2.7992 -1.6455
H -7.7473 -1.6184 -2.6691
C 2.3985 3.5565 -8.6748
O 2.0344 2.7787 -7.8070
N 2.4909 4.8830 -8.4706
N 2.7399 3.1568 -9.9130
H 2.7887 5.5392 -9.1727
H 2.2430 5.2258 -7.5516
H 2.6844 2.1658 -10.1087
H 3.0421 3.7822 -10.6410
C -6.6523 -5.8802 -1.6347
O -7.1361 -4.7676 -1.4986
N -7.3036 -7.0044 -1.2860
N -5.4243 -6.0817 -2.1457
H -6.9218 -7.9292 -1.3905
H -8.2314 -6.8971 -0.8971
H -4.8998 -5.2617 -2.4212
H -5.0088 -6.9902 -2.2656
C 8.0312 -0.8807 3.3408
O 7.9429 -1.3016 4.4834
N 9.1529 -0.9969 2.6073
N 7.0146 -0.2629 2.7127
H 9.2447 -0.6567 1.6650
H 9.9423 -1.4560 3.0428
H 6.1517 -0.1547 3.2295
H 7.0681 0.0905 1.7722
C -1.1550 -4.5739 0.0149
O -1.6827 -3.5154 0.3175
N 0.1591 -4.6815 -0.2521
N -1.8404 -5.7277 -0.0786
H 0.6117 -5.5443 -0.5029
H 0.7118 -3.8361 -0.1929
H -2.8327 -5.6908 0.1144
H -1.4235 -6.6092 -0.3264
*
```

For the calculated total energy, the calculation gives -2947.81867 a.u.

---

Record 3
Density functional theory data (ωB97M-V/def2-TZVPD) for C17H39In2P as an isolated structure in a non-equilibrium geometry.

The geometry in ORCA input format:
```
! RIJCOSX wB97M-V def2-TZVPD def2/J DEFGRID3
* xyz 2 1
C -0.8088 0.7329 4.8548
C -0.4638 -0.7547 4.8013
C -0.5929 -1.2877 3.3583
C -2.0621 -1.5140 2.9810
C -2.3140 -2.1960 1.6267
C -2.5067 -1.3471 0.3550
C -1.5532 -0.1881 0.0382
C -1.8136 1.1358 0.7754
C -1.5322 2.4215 -0.0170
C -0.1268 2.9830 0.1934
C 0.9705 2.0439 -0.3393
C 2.0874 2.7622 -1.1082
C 2.7976 1.9814 -2.1998
In 3.5052 0.0321 -1.3420
P 2.4171 -1.4857 -3.0695
C 1.1891 -2.6619 -2.5338
C -0.2875 -2.3619 -2.8306
C 1.9241 -0.8642 -4.6652
C 0.7377 0.1445 -4.5404
H -1.8585 0.9115 4.6287
H -0.6327 1.2209 5.8288
H -0.1876 1.2859 4.1468
H 0.5793 -0.9342 5.1217
H -1.1271 -1.3386 5.4521
H -0.0644 -2.2422 3.2947
H -0.0989 -0.5996 2.6716
H -2.4700 -2.1739 3.7534
H -2.6383 -0.5858 3.0455
H -1.5310 -2.9447 1.4595
H -3.2403 -2.7632 1.7462
H -3.5321 -0.9609 0.3422
H -2.4416 -2.0466 -0.4843
H -0.5145 -0.5144 0.1954
H -1.6479 0.0145 -1.0356
H -2.8553 1.1486 1.1100
H -1.2050 1.1712 1.6797
H -1.6818 2.2470 -1.0890
H -2.2679 3.1714 0.2803
H -0.0334 3.9524 -0.3030
H 0.0080 3.1709 1.2642
H 1.4316 1.5028 0.4923
H 0.5062 1.2965 -0.9950
H 2.8240 3.1645 -0.4086
H 1.6474 3.6204 -1.6375
H 3.7452 2.4175 -2.5078
H 2.1745 1.8253 -3.0753
H 5.2145 -0.0148 -1.4555
H 2.9623 -0.5834 0.1738
H 1.4765 -3.6117 -3.0192
H 1.3761 -2.7910 -1.4636
H -0.8772 -3.2320 -2.5454
H -0.4666 -2.1772 -3.8898
H -0.6383 -1.5107 -2.2470
H 1.6480 -1.7092 -5.3031
H 2.8013 -0.3927 -5.1126
H 1.0372 1.0896 -4.9878
H 0.4342 0.3459 -3.5101
H -0.1246 -0.2317 -5.0856
In 0.7014 0.2258 7.1308
*
```

For the calculated total energy, the calculation gives -1392.00482 a.u.

---

Record 4
Density functional theory data (ωB97M-V/def2-TZVPD) for C17H39IrO2P3 as an isolated structure in a non-equilibrium geometry.

The geometry in ORCA input format:
```
! RIJCOSX wB97M-V def2-TZVPD def2/J DEFGRID3
* xyz 4 6
Ir 0.1132 -0.0731 1.4504
P 1.4598 -0.8944 2.9738
P 1.3372 1.9792 1.0813
P -0.9394 -2.1986 0.9264
H -0.9679 2.0497 -7.9153
C -1.9148 1.5106 -7.8003
C -3.0515 2.1505 -7.5037
H -3.0770 3.2361 -7.3573
C 2.9124 -1.7963 2.2920
C 2.2533 0.2793 4.1484
C 0.7549 -2.0764 4.1938
C 0.5179 3.1048 -0.1247
C 1.5908 3.1489 2.4873
C 3.0029 1.6692 0.3640
C -2.3124 -2.1163 -0.3051
C -1.8327 -3.1235 2.2548
C 0.2600 -3.3742 0.1801
H -1.8928 0.4282 -7.9670
H -4.0041 1.6173 -7.4112
H 3.5660 -2.1030 3.1225
H 3.4688 -1.1391 1.6109
H 2.5849 -2.6839 1.7362
H 2.8420 -0.2907 4.8843
H 1.4850 0.8459 4.6915
H 2.9259 0.9786 3.6396
H 1.3739 -2.9834 4.2464
H -0.2704 -2.3658 3.9436
H 0.7461 -1.6084 5.1879
H 0.9562 4.1139 -0.1009
H -0.5437 3.1497 0.1585
H 0.5951 2.6887 -1.1394
H 2.5751 3.6377 2.4015
H 1.5257 2.6281 3.4497
H 0.8066 3.9195 2.4372
H 3.4355 2.6208 0.0164
H 2.8947 0.9765 -0.4835
H 3.6592 1.2121 1.1194
H -2.9380 -3.0201 -0.2538
H -1.9160 -1.9921 -1.3239
H -2.9195 -1.2384 -0.0444
H -2.6300 -3.7285 1.7942
H -2.2944 -2.4000 2.9428
H -1.1564 -3.7878 2.8075
H -0.2872 -4.1591 -0.3647
H 0.8900 -3.8269 0.9589
H 0.8969 -2.8143 -0.5196
C -1.1037 0.6210 -1.3543
C 0.0585 0.1903 -2.0735
C 0.0443 0.0887 -3.4619
C -1.1052 0.4175 -4.1905
C -2.2557 0.8403 -3.5074
C -2.2572 0.9606 -2.1310
O -1.2000 0.7164 -0.0349
H 1.2733 -0.6467 0.4971
H 0.9547 -0.0758 -1.5059
H 0.9397 -0.2632 -3.9796
H -1.1265 0.3318 -5.2786
H -3.1634 1.0799 -4.0623
H -3.1253 1.3008 -1.5693
O -1.4390 0.7410 2.8684
H -1.1244 1.4658 3.4387
H -1.8518 0.0804 3.4582
*
```

The calculation puts the energy relative to the best compared isomer or geometry (same formula, charge and spin) at 0.0 kcal/mol.